{
  "formula": "C27H21InN10O3Se",
  "method": "ωB97M-V/def2-TZVPD",
  "elements": ["In", "Se", "N", "C", "C", "C", "C", "C", "N", "C", "C", "N", "C", "C", "C", "C", "C", "N", "H", "H", "H", "H", "H", "H", "N", "C", "C", "C", "C", "C", "C", "C", "C", "N", "C", "H", "H", "H", "H", "H", "H", "H", "H", "N", "C", "O", "C", "C", "N", "C", "N", "H", "H", "N", "C", "C", "O", "O", "H", "H", "H", "H", "H"],
  "positions_angstrom": [[0.174914, -0.199466, -0.038213], [-5.953629, 2.124949, 4.256360], [-5.300954, 2.654412, 2.693714], [-4.233356, 1.934295, 2.461923], [-3.412927, 2.073505, 1.265841], [-3.711899, 2.981521, 0.247334], [-2.894938, 3.048160, -0.860308], [-1.789146, 2.208576, -0.926013], [-1.493041, 1.350773, 0.045390], [-2.287724, 1.262004, 1.126274], [-1.941442, 0.261857, 2.150604], [-0.858918, -0.511840, 1.937589], [-0.535190, -1.446209, 2.825598], [-1.264265, -1.650727, 3.990621], [-2.369927, -0.864828, 4.226626], [-2.725309, 0.111889, 3.293232], [-3.892292, 0.968669, 3.462328], [-4.684753, 0.909372, 4.501800], [-4.584777, 3.613279, 0.347536], [-3.098524, 3.733868, -1.669863], [-1.124956, 2.216273, -1.782059], [0.327465, -2.056190, 2.593183], [-0.961775, -2.421849, 4.683999], [-2.976220, -0.988236, 5.114397], [1.224901, 1.635198, 1.216053], [2.613830, 1.835749, 0.867302], [3.415550, 2.759511, 1.473173], [4.761284, 2.913636, 1.077241], [5.276755, 2.143717, 0.075913], [4.470407, 1.173732, -0.565894], [4.945199, 0.339728, -1.602479], [4.112003, -0.585510, -2.165277], [2.796323, -0.687125, -1.692525], [2.319115, 0.077306, -0.729763], [3.130079, 1.014203, -0.160817], [0.676990, 2.446646, 0.939834], [1.119212, 1.553424, 2.223804], [3.016387, 3.385892, 2.261943], [5.376274, 3.652253, 1.571218], [6.304899, 2.262491, -0.239703], [5.968892, 0.443583, -1.939547], [4.442876, -1.238192, -2.959555], [2.111494, -1.411324, -2.113031], [2.492605, -3.250541, 1.203608], [1.432682, -3.297336, 0.382048], [0.775196, -2.248011, 0.098154], [1.034405, -4.538499, -0.179455], [1.746796, -5.731447, 0.098534], [2.398356, -6.630147, 0.401883], [-0.058252, -4.479150, -1.032418], [-0.962704, -4.339376, -1.735343], [2.845136, -2.363905, 1.518425], [3.024556, -4.084612, 1.402097], [-2.581233, -2.929428, -3.005943], [-1.727000, -1.782356, -3.353893], [-1.185370, -1.148103, -2.094020], [-0.169070, -0.380912, -2.189923], [-1.710450, -1.384134, -0.993731], [-1.813410, -3.759597, -2.401404], [-3.024843, -3.320140, -3.832600], [-3.311419, -2.640595, -2.358916], [-2.253600, -1.017013, -3.928287], [-0.889524, -2.123809, -3.960894]],
  "forces_ev_per_a": [[0.2, 0.0, 0.0], [0.0, 0.0, 0.0], [0.0, 0.0, 0.0], [0.0, 0.0, 0.0], [0.0, 0.0, 0.0], [0.0, 0.0, 0.0], [0.0, 0.0, 0.0], [0.0, 0.0, 0.0], [0.0, 0.0, -0.1], [0.0, 0.0, 0.0], [0.0, 0.0, 0.0], [-0.1, 0.0, -0.1], [0.0, 0.0, 0.0], [0.0, 0.0, 0.0], [0.0, 0.0, 0.0], [0.0, 0.0, 0.0], [0.0, 0.0, 0.0], [0.0, 0.0, 0.0], [0.0, 0.0, 0.0], [0.0, 0.0, 0.0], [0.0, 0.0, 0.0], [0.0, 0.0, 0.0], [0.0, 0.0, 0.0], [0.0, 0.0, 0.0], [-0.1, 0.0, 0.0], [0.0, 0.0, 0.0], [0.0, 0.0, 0.0], [0.0, 0.0, 0.0], [0.0, 0.0, 0.0], [0.0, 0.0, 0.0], [0.0, 0.0, 0.0], [0.0, 0.0, 0.0], [0.0, 0.0, 0.0], [0.0, 0.0, -0.1], [0.0, 0.0, 0.0], [0.0, 0.0, 0.0], [0.0, 0.0, 0.0], [0.0, 0.0, 0.0], [0.0, 0.0, 0.0], [0.0, 0.0, 0.0], [0.0, 0.0, 0.0], [0.0, 0.0, 0.0], [0.0, 0.0, 0.0], [0.0, 0.0, 0.1], [0.0, -0.2, -0.2], [0.1, 0.2, 0.2], [0.0, 0.1, 0.0], [0.0, 0.0, 0.0], [0.0, 0.0, 0.0], [-0.1, 0.0, -0.1], [0.7, -0.4, 0.5], [0.0, 0.0, 0.0], [0.0, 0.0, 0.0], [-0.1, 0.1, -0.1], [0.1, 0.1, -0.1], [0.0, 0.0, 0.1], [0.0, 0.0, -0.1], [-0.1, 0.0, 0.0], [-0.7, 0.3, -0.4], [0.0, 0.0, 0.0], [0.0, 0.0, 0.0], [0.0, 0.0, 0.0], [0.0, 0.0, 0.0]],
  "mulliken_charge": [2.903, 0.355, -0.836, 0.952, 0.033, -0.551, -1.076, -0.354, -0.428, 0.186, -0.012, -0.032, -0.193, -1.114, -0.559, -0.023, 1.076, -0.837, 0.597, 0.460, 0.617, 0.451, 0.486, 0.601, -0.333, 0.297, -0.478, -0.788, -1.018, 0.411, -0.455, -1.207, -0.001, 0.042, 0.136, 0.370, 0.352, 0.500, 0.436, 0.455, 0.482, 0.441, 0.563, -0.273, 0.819, -0.615, -0.344, -0.508, -0.453, 0.406, -0.377, 0.232, 0.211, -0.376, -0.904, 0.782, -0.775, -0.590, 0.484, 0.309, 0.291, 0.411, 0.365],
  "spin_multiplicity": 1,
  "total_charge": 2,
  "lumo_ev": -6.07,
  "max_force_ha_per_bohr": 0.0190,
  "orbital_gap_ev": 7.34,
  "e_homo_ev": -13.4
}

{
  "formula": "C27H21IrN7O6",
  "method": "ωB97M-V/def2-TZVPD",
  "elements": ["Ir", "C", "C", "C", "C", "C", "N", "C", "C", "C", "C", "C", "C", "C", "N", "C", "C", "C", "N", "C", "C", "N", "C", "C", "C", "N", "H", "H", "H", "H", "H", "H", "H", "H", "H", "H", "H", "H", "H", "H", "H", "H", "H", "H", "O", "C", "O", "C", "C", "C", "C", "C", "C", "N", "O", "O", "N", "O", "O", "H", "H", "H"],
  "positions_angstrom": [[-0.435660, -0.157720, 0.643485], [4.485217, 3.597664, -2.926408], [3.285320, 2.835269, -2.467043], [2.460496, 2.165615, -3.380862], [1.370790, 1.453268, -2.957139], [1.038471, 1.348575, -1.583601], [-0.048623, 0.597087, -1.230472], [-1.175935, 0.562745, -2.041564], [-1.607163, 1.732571, -2.695138], [-2.790988, 1.774583, -3.387119], [-3.613577, 0.648334, -3.464649], [-4.958843, 0.706447, -4.114312], [-3.166433, -0.527980, -2.857761], [-1.975566, -0.578507, -2.167902], [-1.569265, -1.805695, -1.599224], [-1.816259, -3.042380, -2.056084], [-1.409580, -3.949457, -1.094793], [-0.916656, -3.178593, -0.057917], [-0.999329, -1.871954, -0.373898], [1.896660, 1.991865, -0.666304], [2.977280, 2.721570, -1.109403], [1.658077, 1.922975, 0.723297], [1.889141, 2.860515, 1.651546], [1.667944, 2.299323, 2.898687], [1.302098, 0.993188, 2.639446], [1.298888, 0.752824, 1.304287], [4.295887, 4.090854, -3.878532], [5.317527, 2.907781, -3.093754], [4.808470, 4.330854, -2.190767], [2.704443, 2.189936, -4.435241], [0.755264, 0.924950, -3.672547], [-1.011444, 2.626462, -2.576038], [-3.112517, 2.705886, -3.835385], [-4.946530, 1.337105, -5.002345], [-5.678666, 1.153138, -3.423368], [-5.323217, -0.283884, -4.378973], [-3.785200, -1.415477, -2.912303], [-2.242539, -3.206985, -3.032542], [-1.463499, -5.023010, -1.148638], [-0.491704, -3.491315, 0.883063], [3.622888, 3.200634, -0.383543], [2.179239, 3.864159, 1.384079], [1.752966, 2.783694, 3.856817], [1.068843, 0.199820, 3.333945], [-1.996325, 2.467494, -0.098357], [-1.958324, 2.274077, 1.091893], [-1.468245, 1.174537, 1.656638], [-2.451462, 3.271207, 2.083366], [-2.115790, 3.153365, 3.426457], [-2.612256, 4.076725, 4.320640], [-3.429945, 5.117067, 3.929746], [-3.723190, 5.217374, 2.583352], [-3.254692, 4.317641, 1.651124], [-4.574651, 6.339773, 2.120737], [-4.799068, 6.396770, 0.931328], [-4.972802, 7.106481, 2.962864], [-2.253531, 3.931569, 5.747672], [-1.319525, 3.195263, 5.999502], [-2.908302, 4.551681, 6.546255], [-1.479185, 2.355197, 3.774713], [-3.825579, 5.824560, 4.644871], [-3.508844, 4.431697, 0.607217]],
  "forces_ev_per_a": [[0.7, 0.2, -2.6], [0.1, -0.1, 0.0], [-0.1, 0.0, 0.0], [0.1, 0.0, 0.0], [-0.1, -0.1, 0.0], [0.1, -0.1, -0.1], [-0.6, -0.6, 1.5], [0.1, 0.3, -0.3], [0.2, 0.0, 0.0], [0.0, 0.0, -0.1], [0.0, -0.1, 0.0], [0.0, 0.0, 0.0], [-0.2, -0.1, -0.1], [-0.1, 0.1, 0.0], [0.0, -0.5, -0.3], [0.0, 0.0, 0.0], [0.1, 0.0, 0.1], [0.0, -0.1, 0.0], [-0.5, 0.4, 0.6], [0.0, 0.0, -0.1], [0.1, 0.1, 0.0], [-0.3, 0.5, 0.0], [0.0, 0.0, 0.0], [0.1, -0.1, 0.1], [0.3, 0.2, -0.1], [-1.1, 0.1, 0.9], [0.0, 0.1, 0.0], [0.0, 0.0, 0.0], [0.0, 0.0, 0.0], [0.0, 0.0, 0.0], [0.1, 0.0, 0.0], [-0.1, 0.0, 0.0], [0.0, 0.0, 0.0], [0.0, 0.0, 0.0], [0.0, 0.0, 0.0], [0.0, 0.0, 0.0], [0.0, 0.0, 0.0], [0.0, 0.0, 0.0], [0.0, 0.0, 0.0], [0.0, 0.0, 0.0], [0.0, 0.0, 0.0], [0.1, -0.1, 0.0], [0.1, 0.0, 0.0], [-0.2, 0.0, 0.0], [0.2, -0.1, 0.0], [-0.3, 0.5, 0.0], [1.1, -0.4, 0.2], [0.0, -0.3, 0.3], [0.0, -0.1, 0.0], [0.0, 0.0, -0.1], [-0.1, 0.1, 0.1], [0.0, 0.0, 0.0], [0.0, 0.0, -0.2], [0.0, 0.0, 0.0], [0.0, 0.0, 0.0], [0.0, 0.0, 0.0], [0.0, 0.0, 0.0], [0.0, 0.0, 0.0], [0.0, 0.0, 0.0], [0.0, 0.0, 0.1], [0.0, 0.0, 0.0], [0.0, 0.0, 0.0]],
  "mulliken_spin": [0.007, -0.004, 0.110, -0.041, 0.118, 0.058, 0.367, 0.018, 0.101, -0.043, 0.076, 0.000, 0.012, 0.048, -0.009, 0.010, -0.004, 0.016, 0.013, 0.075, 0.008, -0.002, -0.003, 0.002, 0.011, 0.013, 0.006, 0.017, 0.001, 0.002, -0.003, -0.002, 0.001, 0.004, 0.011, 0.000, 0.001, 0.000, 0.000, 0.000, 0.002, -0.001, 0.000, 0.001, 0.005, -0.002, -0.002, 0.001, 0.003, -0.001, 0.001, -0.002, 0.000, 0.000, 0.000, 0.000, 0.000, 0.000, 0.000, -0.001, 0.000, 0.000],
  "spin_multiplicity": 2,
  "total_charge": 2,
  "lumo_ev": [-8.01, -8.97],
  "max_force_ha_per_bohr": 0.0518,
  "orbital_gap_ev": [6.38, 5.95],
  "s_squared": 0.829,
  "e_homo_ev": [-14.4, -14.9]
}

{
  "formula": "C27H21N6O6PbSe",
  "method": "ωB97M-V/def2-TZVPD",
  "elements": ["Pb", "O", "C", "O", "C", "C", "C", "C", "C", "N", "C", "O", "O", "H", "H", "H", "H", "O", "N", "N", "O", "C", "C", "C", "C", "C", "C", "H", "H", "H", "H", "H", "N", "C", "C", "C", "C", "C", "C", "C", "C", "N", "C", "H", "H", "H", "H", "H", "H", "H", "H", "Se", "C", "C", "C", "N", "C", "C", "H", "H", "H", "H"],
  "positions_angstrom": [[-0.889343, 0.041445, 0.138510], [0.244397, 2.260317, 4.574646], [-0.464543, 1.903376, 3.504689], [-0.305325, 2.385840, 2.403862], [-1.484577, 0.845304, 3.795311], [-1.982270, 0.636597, 5.065806], [-2.953259, -0.347149, 5.237527], [-3.372439, -1.064304, 4.135081], [-2.803987, -0.781926, 2.893822], [-1.878488, 0.153328, 2.729601], [-3.266416, -1.570403, 1.668378], [-4.085757, -2.444212, 1.835623], [-2.749108, -1.216328, 0.523074], [0.873249, 2.949002, 4.312095], [-1.622792, 1.230324, 5.893421], [-3.364191, -0.545089, 6.219593], [-4.122526, -1.840404, 4.185036], [1.957132, -0.450631, 0.029043], [3.029720, -0.498306, -0.589616], [3.342853, 0.591256, -1.187489], [2.565123, 1.700936, -1.189542], [4.545261, 0.695625, -1.988288], [5.545829, -0.258469, -1.862591], [6.676291, -0.141057, -2.653570], [6.806310, 0.912310, -3.551224], [5.794800, 1.852396, -3.660294], [4.654553, 1.751773, -2.876114], [5.440691, -1.072700, -1.160102], [7.461244, -0.881652, -2.567510], [7.698347, 0.999107, -4.157870], [5.882740, 2.665943, -4.368760], [3.859252, 2.477633, -2.957197], [-2.672319, 0.501070, -1.630532], [-2.499963, -0.234044, -2.862126], [-3.202165, 0.072410, -3.989598], [-3.110065, -0.733247, -5.146389], [-2.338045, -1.855148, -5.140749], [-1.566368, -2.176583, -3.999372], [-0.727400, -3.313313, -3.942993], [0.043734, -3.537911, -2.843568], [-0.001183, -2.608155, -1.790516], [-0.790383, -1.558646, -1.793460], [-1.609783, -1.339746, -2.867241], [-3.313352, -0.027280, -1.030894], [-3.078909, 1.411417, -1.812286], [-3.865843, 0.929855, -3.990628], [-3.687187, -0.469218, -6.022601], [-2.299761, -2.508525, -6.003842], [-0.702448, -3.990929, -4.788181], [0.695588, -4.397091, -2.771431], [0.645925, -2.724977, -0.927175], [1.705275, 2.168597, 0.411072], [1.547250, 3.957884, -0.225418], [0.308232, 4.575635, -0.146853], [0.228886, 5.915995, -0.504414], [1.267469, 6.619991, -0.949140], [2.443649, 5.998020, -1.046375], [2.643338, 4.674592, -0.681843], [-0.565964, 4.040099, 0.200298], [-0.714584, 6.445908, -0.433570], [3.270620, 6.592414, -1.419593], [3.623286, 4.221644, -0.755837]],
  "forces_ev_per_a": [[-0.3, -0.2, 0.2], [-0.1, -0.1, -0.1], [0.0, 0.1, -0.1], [0.0, -0.1, 0.2], [0.2, 0.2, 0.1], [-0.1, -0.1, 0.1], [0.1, 0.1, 0.0], [0.0, 0.0, 0.0], [0.0, -0.1, 0.0], [-0.2, -0.2, -0.2], [0.0, 0.0, -0.1], [0.0, 0.1, -0.1], [0.1, 0.1, 0.2], [0.0, 0.1, 0.0], [0.0, 0.0, 0.0], [0.0, 0.0, -0.1], [0.0, 0.0, 0.0], [-0.3, -0.2, 0.2], [0.0, 0.2, -0.2], [0.9, 0.2, -0.2], [-0.5, -0.2, -0.2], [-0.2, 0.0, 0.2], [-0.1, 0.0, 0.1], [0.0, 0.0, 0.0], [0.0, 0.0, 0.0], [0.0, 0.0, 0.0], [-0.1, 0.1, 0.0], [0.0, 0.0, 0.0], [0.0, 0.0, 0.0], [0.0, 0.0, 0.0], [0.0, 0.0, 0.1], [0.0, 0.0, 0.0], [0.1, -0.2, -0.1], [0.0, 0.1, 0.2], [-0.1, 0.0, -0.1], [0.0, 0.1, 0.0], [0.0, 0.0, 0.0], [0.0, 0.0, 0.0], [0.0, 0.0, -0.1], [0.1, 0.0, 0.1], [0.0, 0.1, 0.0], [-0.2, 0.0, 0.0], [0.1, 0.0, 0.1], [0.0, 0.0, 0.0], [0.0, 0.0, 0.0], [0.0, 0.0, 0.0], [0.0, 0.0, 0.0], [0.0, 0.0, 0.0], [0.0, 0.0, 0.0], [0.0, 0.0, 0.0], [0.0, 0.0, 0.0], [0.2, 0.1, 0.0], [0.1, 0.0, 0.2], [0.1, 0.0, 0.0], [0.1, 0.1, -0.1], [0.0, -0.1, 0.0], [-0.1, 0.0, 0.0], [0.0, 0.1, 0.0], [0.0, 0.0, 0.0], [0.0, 0.0, 0.0], [0.0, 0.0, 0.0], [0.0, 0.0, 0.0]],
  "mulliken_charge": [1.258, -0.452, 0.102, -0.493, 0.457, -0.586, -0.344, -0.687, 0.660, 0.067, -0.032, -0.649, -0.555, 0.366, 0.461, 0.459, 0.513, -0.384, -0.472, 0.832, -0.474, 0.433, -0.428, -0.482, -0.512, -0.608, -0.295, 0.457, 0.381, 0.394, 0.384, 0.450, -0.330, 0.495, -0.728, -0.661, -0.928, 0.841, -0.491, -0.967, -0.151, 0.009, 0.200, 0.371, 0.259, 0.369, 0.404, 0.405, 0.431, 0.395, 0.514, 0.195, 0.307, -0.159, -0.412, -0.541, -0.453, -0.174, 0.404, 0.361, 0.361, 0.455],
  "spin_multiplicity": 1,
  "total_charge": 1,
  "lumo_ev": -3.08,
  "max_force_ha_per_bohr": 0.0178,
  "orbital_gap_ev": 8.10,
  "e_homo_ev": -11.2
}

What did we get for energy relative to the best compared isomer or geometry (same formula, charge and spin)? Answer: 9.8, 55.6, 0.0 kcal per mole, in the order shown.